269
Properties=species:S:1:pos:R:3:mulliken_charge:R:1 method="wB97M-V/def2-TZVPD" smiles=CC1(C)CCCC(C)(C)N1O.CC1(C)CCCC(C)(C)N1O.CC1(C)CCCC(C)(C)N1O.CC1(C)CCCC(C)(C)N1O.CC1(C)CCCC(C)(C)N1O.COC[C@H](C)N.COC[C@H](C)N.COC[C@H](C)N.COC[C@H](C)N.COC[C@H](C)N.COC[C@H](C)N.COC[C@H](C)N e_above_lowest_kj_mol=60.5 e_tot_ev=-120931.6354 total_charge=0 lumo_energy_ev=0.41 mol_weight_g_mol=1410.3
C 10.822 17.589 22.114 -2.33
C 11.510 16.963 20.900 2.41
C 12.978 16.777 21.242 -1.37
C 10.866 15.633 20.539 -0.82
C 9.494 15.863 19.959 -1.25
C 9.655 16.702 18.666 -1.08
C 10.299 18.087 19.013 1.60
C 10.652 18.710 17.681 -1.25
C 9.329 19.058 19.816 -1.87
N 11.559 17.735 19.633 1.43
O 12.158 18.991 19.943 -0.87
H 9.773 17.801 21.981 0.45
H 10.921 16.867 22.915 0.48
H 11.297 18.502 22.397 0.36
H 13.027 15.987 22.011 0.57
H 13.523 16.482 20.348 -1.21
H 13.447 17.672 21.660 0.73
H 11.442 15.221 19.701 -0.07
H 11.074 14.842 21.270 0.60
H 8.954 14.977 19.695 0.50
H 8.815 16.395 20.680 0.36
H 8.649 16.886 18.197 0.53
H 10.311 16.113 17.980 0.06
H 10.683 19.777 17.805 0.30
H 9.933 18.409 16.907 0.46
H 11.618 18.360 17.371 -0.32
H 8.807 19.666 19.050 0.48
H 9.872 19.740 20.453 0.34
H 8.545 18.568 20.390 0.35
H 13.064 19.017 19.587 -0.18
C 20.743 17.943 24.996 -2.20
C 20.725 16.712 24.032 1.95
C 19.270 16.400 23.646 -0.09
C 21.673 16.974 22.849 -1.66
C 21.884 15.654 22.101 0.85
C 22.644 14.677 23.006 -1.33
C 21.898 14.411 24.343 2.17
C 20.706 13.436 24.194 -1.97
C 22.771 13.800 25.414 -2.27
N 21.478 15.725 24.886 0.01
O 20.575 15.476 25.965 -0.55
H 20.473 18.875 24.480 0.27
H 20.065 17.685 25.803 0.49
H 21.752 18.047 25.348 0.53
H 19.160 15.405 23.299 -0.23
H 18.630 16.400 24.532 0.48
H 18.770 17.071 22.956 -0.73
H 21.112 17.601 22.173 0.33
H 22.622 17.390 23.231 0.35
H 20.903 15.277 21.882 -0.67
H 22.395 15.755 21.138 0.57
H 23.587 15.214 23.210 0.35
H 22.998 13.719 22.587 0.22
H 21.123 12.493 23.899 0.93
H 20.078 13.665 23.295 -0.32
H 20.000 13.551 24.962 0.88
H 22.199 13.742 26.336 0.37
H 23.601 14.448 25.569 0.53
H 23.096 12.787 25.217 0.37
H 20.870 15.994 26.745 0.38
C 14.491 19.959 13.845 -2.05
C 15.562 21.008 13.642 1.42
C 16.514 20.570 12.532 -1.47
C 14.823 22.356 13.285 -1.27
C 15.713 23.571 13.408 -0.64
C 16.203 23.564 14.843 -1.59
C 17.027 22.307 15.236 1.79
C 18.378 22.281 14.460 -1.38
C 17.311 22.321 16.670 -0.19
N 16.160 21.163 14.969 0.81
O 16.777 19.942 15.332 0.75
H 14.915 18.976 14.039 0.52
H 13.775 20.353 14.543 0.00
H 13.880 19.902 12.887 0.39
H 15.946 19.961 11.805 0.43
H 16.882 21.470 12.033 0.41
H 17.316 19.894 12.872 0.01
H 14.289 22.251 12.334 0.44
H 14.002 22.413 14.039 0.36
H 16.583 23.645 12.687 0.33
H 15.113 24.514 13.303 0.47
H 15.433 23.716 15.580 0.29
H 16.973 24.359 15.035 0.45
H 18.983 23.168 14.680 0.27
H 18.276 22.077 13.399 0.45
H 18.940 21.464 14.888 0.00
H 17.874 21.511 17.059 -0.98
H 16.310 22.206 17.154 -0.59
H 17.794 23.241 16.964 0.79
H 17.531 19.787 14.731 -0.11
C 14.827 13.020 23.968 -1.51
C 16.317 13.066 23.685 1.50
C 16.617 13.958 22.465 0.24
C 17.158 13.663 24.939 -0.08
C 17.221 12.610 26.020 -1.00
C 17.845 11.332 25.554 -0.91
C 17.009 10.749 24.404 1.03
C 17.858 9.646 23.770 -1.81
C 15.670 10.191 24.782 -1.71
N 16.910 11.776 23.391 1.19
O 16.225 11.268 22.291 -0.52
H 14.335 12.391 23.220 0.06
H 14.592 12.617 24.962 0.33
H 14.412 14.032 24.000 0.21
H 16.028 13.775 21.562 -0.38
H 16.580 15.002 22.747 0.17
H 17.655 13.705 22.195 -0.53
H 18.196 13.822 24.575 -0.65
H 16.662 14.566 25.280 0.15
H 17.863 12.989 26.806 0.52
H 16.297 12.311 26.479 0.50
H 17.883 10.542 26.316 0.49
H 18.870 11.500 25.170 0.17
H 18.025 8.858 24.498 0.50
H 18.802 10.103 23.395 0.17
H 17.352 9.286 22.907 0.48
H 15.761 9.199 25.226 0.52
H 15.143 10.020 23.828 0.22
H 15.093 10.800 25.463 0.25
H 16.884 11.056 21.624 0.03
C 18.815 10.657 19.769 -1.33
C 19.107 11.161 18.342 2.51
C 18.534 10.173 17.346 -1.92
C 18.500 12.559 18.107 -1.60
C 19.141 13.615 18.944 2.66
C 20.667 13.613 18.721 -1.94
C 21.329 12.236 18.915 2.64
C 22.736 12.255 18.294 -1.99
C 21.487 11.816 20.358 -1.67
N 20.553 11.268 18.077 -0.33
O 21.089 10.002 18.489 -0.47
H 18.824 11.476 20.471 -0.31
H 17.824 10.190 19.840 0.78
H 19.570 9.926 20.021 0.35
H 17.403 10.256 17.224 0.26
H 18.975 10.343 16.334 0.44
H 18.711 9.156 17.751 0.44
H 18.641 12.801 17.073 0.80
H 17.429 12.531 18.346 -0.38
H 18.831 14.635 18.644 -0.47
H 18.950 13.499 20.000 -1.26
H 21.228 14.361 19.304 -0.01
H 20.808 13.906 17.648 0.42
H 23.353 11.517 18.809 0.44
H 23.190 13.251 18.397 0.32
H 22.686 11.999 17.218 0.42
H 21.609 10.728 20.482 0.29
H 20.640 12.153 20.928 -0.01
H 22.387 12.238 20.768 0.69
H 21.366 9.595 17.672 0.38
C 14.455 17.181 25.700 -0.73
O 15.649 17.806 25.181 -0.31
C 15.451 18.567 24.057 -0.18
C 16.696 19.454 23.747 1.89
C 17.186 20.192 25.018 -1.58
N 16.472 20.264 22.594 0.01
H 14.638 16.474 26.531 0.25
H 13.966 16.690 24.840 0.15
H 13.764 17.935 26.071 0.39
H 15.244 17.933 23.158 -0.23
H 14.635 19.274 24.141 0.57
H 17.385 18.699 23.421 -1.32
H 17.869 20.962 24.654 0.44
H 17.644 19.508 25.752 0.26
H 16.321 20.757 25.438 0.36
H 15.783 21.020 22.596 0.20
H 17.322 20.460 22.087 -0.11
C 20.019 18.378 13.118 -0.99
O 19.266 18.733 14.298 -0.23
C 19.654 17.957 15.394 -0.14
C 20.987 18.259 16.051 0.38
C 21.553 16.951 16.666 -1.98
N 20.944 19.321 17.059 -0.64
H 21.089 18.423 13.456 0.31
H 19.814 19.112 12.366 0.31
H 19.741 17.395 12.795 0.36
H 18.839 17.929 16.124 -0.40
H 19.667 16.906 15.057 0.49
H 21.704 18.504 15.292 0.79
H 21.888 16.290 15.864 0.49
H 20.927 16.352 17.333 0.13
H 22.465 17.219 17.251 0.46
H 20.961 20.272 16.712 0.23
H 20.038 19.201 17.558 0.10
C 13.091 11.968 20.636 -0.29
O 13.325 11.989 19.287 -0.48
C 14.454 12.682 18.920 -0.31
C 14.174 14.150 18.833 1.79
C 13.243 14.452 17.669 -1.74
N 15.415 14.844 18.620 1.08
H 13.959 11.609 21.181 -0.01
H 12.328 11.248 20.875 0.47
H 12.804 12.911 21.093 0.01
H 15.208 12.592 19.689 -0.07
H 14.745 12.314 17.939 0.42
H 13.720 14.460 19.820 -1.03
H 13.861 14.282 16.781 0.77
H 12.930 15.473 17.809 -0.50
H 12.356 13.857 17.670 0.60
H 15.765 14.673 17.672 0.36
H 16.118 14.459 19.262 -0.82
C 14.855 18.309 17.013 0.59
O 15.026 19.021 18.260 1.96
C 15.703 18.188 19.203 -0.06
C 17.215 17.928 18.964 -0.03
C 17.786 17.401 20.258 -0.28
N 17.883 19.157 18.519 1.80
H 14.492 17.307 17.239 -0.65
H 15.735 18.161 16.360 -0.37
H 14.041 18.769 16.416 -0.24
H 15.579 18.711 20.173 0.26
H 15.284 17.192 19.192 -0.59
H 17.280 17.159 18.200 0.12
H 17.967 18.181 20.974 0.20
H 18.686 16.742 20.053 -0.03
H 17.124 16.637 20.614 -0.17
H 17.320 19.621 17.837 -0.70
H 17.894 19.820 19.326 -1.18
C 11.306 25.212 17.672 -0.76
O 11.249 23.849 17.868 -0.33
C 11.990 23.129 18.777 -0.81
C 13.429 22.745 18.373 0.55
C 13.332 21.820 17.181 0.34
N 14.148 22.093 19.536 -0.58
H 10.271 25.628 17.606 0.25
H 11.874 25.523 16.787 0.24
H 11.757 25.725 18.541 0.35
H 12.063 23.560 19.773 0.60
H 11.539 22.114 18.930 -0.32
H 13.982 23.677 18.140 0.47
H 12.541 22.057 16.463 0.76
H 13.230 20.762 17.495 -0.75
H 14.329 21.754 16.744 -0.53
H 15.120 22.302 19.548 0.06
H 14.106 21.105 19.357 0.06
C 20.690 23.569 17.416 -0.49
O 20.059 24.066 18.547 -0.35
C 20.159 23.261 19.712 -1.03
C 19.138 22.136 19.750 2.30
C 17.755 22.588 20.139 -0.66
N 19.524 21.020 20.619 -0.33
H 20.454 24.168 16.533 0.24
H 20.439 22.547 17.116 -0.06
H 21.762 23.584 17.489 0.45
H 21.131 22.731 19.801 0.44
H 20.019 23.974 20.562 0.31
H 19.067 21.726 18.747 -1.17
H 17.358 23.463 19.624 0.43
H 17.819 22.859 21.189 0.49
H 17.086 21.724 20.038 -0.61
H 19.927 20.232 20.129 0.16
H 20.087 21.310 21.396 0.26
C 12.186 16.659 14.880 -0.52
O 12.839 16.276 13.716 -0.24
C 12.302 16.834 12.566 -0.66
C 12.901 16.076 11.339 0.52
C 12.467 16.823 10.064 -1.29
N 12.398 14.687 11.303 -0.73
H 11.146 16.243 14.892 0.54
H 12.072 17.723 15.020 0.40
H 12.742 16.267 15.743 -0.28
H 11.233 16.760 12.513 0.47
H 12.561 17.904 12.553 0.10
H 13.986 16.102 11.469 0.29
H 12.789 17.871 10.103 0.29
H 11.382 16.656 10.036 0.35
H 12.949 16.359 9.151 0.35
H 12.946 14.118 10.675 0.24
H 12.390 14.258 12.208 0.22



166
Properties=species:S:1:pos:R:3:mulliken_charge:R:1 method="wB97M-V/def2-TZVPD" e_tot_ev=-108424.4949 total_charge=-1 lumo_energy_ev=1.82 mol_weight_g_mol=1185.5
N 3.514 -3.730 -2.570 -0.55
C 2.544 -3.293 -3.591 -0.50
C 1.438 -4.357 -3.901 -0.47
C -0.017 -3.890 -3.580 0.00
C -0.720 -4.873 -2.614 -0.38
C -2.279 -4.690 -2.683 -1.08
In -2.744 -2.794 -1.563 0.88
C -3.711 -3.134 0.450 -0.34
C -4.350 -4.543 0.636 -0.73
C -3.193 -5.557 0.882 0.06
C -3.786 -6.986 0.921 -0.83
N -4.359 -7.389 -0.388 -0.64
C -4.061 -1.351 -2.683 -1.18
C -3.723 0.166 -2.526 -0.52
C -3.159 0.583 -1.128 -0.29
S -1.382 0.909 -1.337 -0.25
C -0.531 0.844 0.223 0.31
S -1.221 1.560 1.521 -0.25
N 0.742 0.170 0.204 0.73
C 1.830 0.913 0.847 -0.49
C 1.966 0.836 2.227 0.24
C 2.996 1.521 2.824 -0.82
C 3.860 2.255 2.045 -0.25
C 3.755 2.396 0.674 -0.91
C 2.672 1.683 0.044 -0.45
C 0.646 -1.192 0.674 -0.57
C 1.593 -2.095 0.190 -0.41
C 1.609 -3.404 0.605 -0.73
C 0.672 -3.899 1.508 -0.57
C -0.261 -2.997 1.990 -0.77
C -0.278 -1.674 1.586 0.96
H 4.361 -4.085 -2.996 0.24
H 3.124 -4.467 -1.995 0.19
H 3.129 -3.116 -4.507 0.48
H 2.045 -2.359 -3.297 0.16
H 1.640 -5.260 -3.309 0.50
H 1.479 -4.557 -4.983 -0.28
H -0.629 -3.803 -4.493 0.43
H 0.023 -2.885 -3.132 0.00
H -0.429 -4.538 -1.599 -0.23
H -0.403 -5.919 -2.753 0.62
H -2.527 -4.598 -3.755 0.64
H -2.737 -5.588 -2.242 -0.14
H -1.166 -2.025 -1.219 -0.42
H -4.532 -2.391 0.530 0.14
H -2.982 -2.868 1.234 -0.30
H -4.908 -4.767 -0.285 0.33
H -5.032 -4.494 1.504 0.35
H -2.441 -5.406 0.095 0.01
H -2.765 -5.248 1.851 0.18
H -2.988 -7.669 1.249 0.37
H -4.615 -6.957 1.647 0.30
H -3.734 -8.107 -0.745 0.30
H -4.276 -6.628 -1.058 0.25
H -5.089 -1.482 -2.306 0.21
H -3.973 -1.590 -3.754 0.37
H -2.944 0.408 -3.271 0.26
H -4.584 0.805 -2.788 0.36
H -3.379 -0.143 -0.334 -0.06
H -3.678 1.514 -0.851 0.54
H 1.243 0.226 2.762 0.47
H 3.093 1.418 3.905 0.37
H 4.694 2.763 2.539 0.41
H 4.466 2.985 0.099 0.50
H 2.538 1.730 -1.036 0.61
H 2.356 -1.745 -0.507 0.53
H 2.391 -4.054 0.206 0.29
H 0.682 -4.932 1.852 0.42
H -0.980 -3.389 2.713 0.39
H -1.028 -1.021 2.026 0.00
C -6.707 -1.983 2.758 -0.37
C -5.592 -2.208 3.552 -0.20
C -5.717 -2.242 4.932 -0.60
C -6.960 -2.062 5.525 -0.43
C -8.079 -1.842 4.731 -0.35
C -7.951 -1.798 3.347 -0.64
H -6.606 -1.954 1.680 0.42
H -4.622 -2.357 3.091 0.46
H -4.840 -2.412 5.546 0.48
H -7.057 -2.093 6.604 0.38
H -9.051 -1.704 5.190 0.37
H -8.821 -1.622 2.728 0.47
C -0.491 -2.122 8.166 -0.38
C -1.636 -1.649 8.793 -0.42
C -2.574 -0.923 8.071 -0.38
C -2.371 -0.679 6.719 -0.60
C -1.227 -1.156 6.091 -0.17
C -0.286 -1.874 6.815 -0.49
H 0.242 -2.686 8.731 0.35
H -1.797 -1.845 9.846 0.35
H -3.464 -0.548 8.561 0.37
H -3.104 -0.117 6.153 0.44
H -1.070 -0.967 5.036 0.52
H 0.608 -2.242 6.326 0.40
C 2.759 6.466 -3.582 -0.60
C 3.134 5.771 -2.437 -0.36
C 2.221 4.930 -1.814 -0.35
C 0.960 4.776 -2.339 -0.49
C 0.574 5.456 -3.484 -0.55
C 1.477 6.311 -4.104 -0.32
H 3.466 7.127 -4.069 0.54
H 4.133 5.888 -2.033 0.39
H 2.482 4.369 -0.925 0.48
H 0.282 4.100 -1.829 0.47
H -0.420 5.321 -3.891 0.39
H 1.186 6.853 -4.996 0.37
C -10.006 -4.421 2.426 -0.45
C -11.390 -4.427 2.547 -0.37
C -12.178 -4.861 1.489 -0.40
C -11.582 -5.297 0.313 -0.33
C -10.198 -5.294 0.193 -0.55
C -9.410 -4.852 1.248 -0.44
H -9.391 -4.080 3.248 0.49
H -11.854 -4.093 3.467 0.36
H -13.257 -4.860 1.581 0.35
H -12.196 -5.640 -0.510 0.35
H -9.733 -5.635 -0.723 0.37
H -8.331 -4.844 1.153 0.60
C 7.422 0.007 6.733 -0.34
C 6.976 0.349 5.463 -0.58
C 6.035 1.357 5.305 0.09
C 5.547 2.031 6.417 -0.38
C 5.995 1.692 7.686 -0.41
C 6.930 0.678 7.845 -0.40
H 8.153 -0.782 6.856 0.36
H 7.361 -0.173 4.596 0.37
H 5.682 1.618 4.316 0.19
H 4.816 2.821 6.293 0.39
H 5.615 2.219 8.553 0.36
H 7.276 0.410 8.836 0.34
C 3.363 12.059 -3.975 -0.35
C 2.867 10.770 -3.833 -0.47
C 3.261 9.989 -2.755 -0.31
C 4.143 10.501 -1.813 -0.56
C 4.635 11.792 -1.953 -0.38
C 4.249 12.570 -3.036 -0.48
H 3.058 12.667 -4.819 0.36
H 2.174 10.372 -4.565 0.39
H 2.879 8.982 -2.648 0.49
H 4.446 9.893 -0.969 0.44
H 5.322 12.192 -1.216 0.48
H 4.637 13.575 -3.148 0.37
C 8.870 9.162 -0.612 -0.50
C 10.178 9.535 -0.335 -0.33
C 10.686 10.721 -0.850 -0.39
C 9.882 11.538 -1.634 -0.36
C 8.572 11.166 -1.907 -0.38
C 8.068 9.976 -1.400 -0.28
H 8.475 8.236 -0.213 0.37
H 10.803 8.902 0.282 0.36
H 11.708 11.009 -0.639 0.35
H 10.276 12.465 -2.032 0.36
H 7.944 11.803 -2.518 0.42
H 7.048 9.685 -1.618 0.39
C 1.596 -4.467 -8.388 -0.44
C 2.300 -4.778 -9.544 -0.34
C 2.006 -5.940 -10.245 -0.42
C 1.001 -6.786 -9.795 -0.29
C 0.295 -6.472 -8.641 -0.59
C 0.595 -5.315 -7.936 -0.10
H 1.827 -3.562 -7.839 0.39
H 3.079 -4.114 -9.898 0.35
H 2.560 -6.185 -11.143 0.35
H 0.768 -7.690 -10.344 0.35
H -0.490 -7.131 -8.291 0.36
H 0.047 -5.073 -7.033 0.39